# 1
{"formula": "C4H7N3", "method": "wB97M-V/def2-TZVPD", "charge": 0, "spin_multiplicity": 1, "largest_force_ev_per_a": 1.50, "e_homo_ha": -0.3210, "orbital_gap_ev": 9.289, "species": ["N", "N", "N", "C", "C", "C", "C", "H", "H", "H", "H", "H", "H", "H"], "coordinates": [[0.0549, 0.6155, 0.1072], [4.2838, 0.6471, -0.1416], [2.0888, -0.5067, 0.2760], [3.3133, 0.0463, 0.0566], [-0.9070, -0.4723, 0.0023], [-2.2861, 0.1472, -0.1552], [1.3387, 0.6533, 0.3525], [1.8594, -1.4172, -0.1424], [-3.0635, -0.6176, -0.1562], [-2.3500, 0.7139, -1.0907], [-2.4856, 0.8365, 0.6743], [-0.8486, -1.0682, 0.9205], [-0.3326, 1.5465, 0.1427], [-0.6657, -1.1243, -0.8460]], "forces_ev_per_a": [[0.1, 0.2, 0.2], [-0.5, -0.9, 0.2], [0.1, 0.6, -0.2], [1.5, -0.1, -0.3], [-0.1, -0.2, 0.0], [-0.1, 0.0, 0.0], [-0.6, 0.3, -0.1], [0.0, 0.4, 0.2], [0.0, 0.1, 0.0], [0.0, -0.1, 0.1], [0.0, -0.2, -0.1], [-0.1, 0.0, -0.2], [-0.3, -0.1, 0.1], [0.0, 0.1, 0.1]]}


# 2
{"formula": "C4H7N3", "method": "wB97M-V/def2-TZVPD", "charge": 0, "spin_multiplicity": 1, "largest_force_ev_per_a": 0.73, "e_homo_ha": -0.3152, "orbital_gap_ev": 9.270, "species": ["N", "N", "N", "C", "C", "C", "C", "H", "H", "H", "H", "H", "H", "H"], "coordinates": [[1.1446, 0.5495, -0.6774], [-2.3076, 0.5901, -0.9059], [-1.1406, 1.0627, -0.7890], [-2.0452, -1.4253, 0.7616], [-0.9086, -1.5904, 1.1338], [-0.0598, 0.8745, -0.1949], [2.2955, 0.4355, 0.2160], [2.4072, -0.6127, 0.5419], [3.2110, 0.7152, -0.3266], [1.2187, 0.0095, -1.5390], [-2.9419, 1.3196, -1.2534], [-2.9968, -1.1625, 0.3410], [2.1304, 1.1053, 1.0751], [0.0705, -1.8149, 1.5095]], "forces_ev_per_a": [[-0.3, -0.1, 0.1], [0.5, 0.5, -0.1], [-0.6, -0.2, 0.3], [0.6, -0.1, 0.2], [-0.5, -0.1, 0.0], [0.2, -0.1, -0.6], [0.0, -0.1, -0.1], [0.0, 0.4, 0.1], [-0.3, 0.0, 0.3], [-0.2, 0.3, 0.2], [0.5, 0.1, -0.2], [0.3, -0.3, 0.3], [0.2, -0.4, -0.4], [-0.3, 0.1, -0.1]]}


# 3
{"formula": "C4H7N3", "method": "wB97M-V/def2-TZVPD", "charge": 0, "spin_multiplicity": 1, "largest_force_ev_per_a": 3.72, "e_homo_ha": -0.3286, "smiles": "C#C/C(=N/C)NN", "orbital_gap_ev": 9.672, "species": ["N", "N", "N", "C", "C", "C", "C", "H", "H", "H", "H", "H", "H", "H"], "coordinates": [[-1.2856, 1.7000, 0.0047], [-0.2050, 0.9331, -0.3488], [0.9329, -1.2211, -0.2330], [2.2786, -0.5117, 0.0904], [-2.4575, -1.7302, -0.0444], [-1.4565, -1.0807, -0.1356], [-0.1201, -0.4286, -0.1936], [-1.4745, 2.4748, -0.5769], [-3.2265, -2.4659, 0.2558], [2.3554, -0.4124, 1.2717], [0.6097, 1.4225, -0.1210], [2.3826, 0.5044, -0.5338], [-1.3524, 2.0880, 1.0051], [3.0190, -1.2723, -0.4405]], "forces_ev_per_a": [[-2.2, 0.1, 3.0], [0.8, 0.7, 0.4], [-0.6, 3.1, 1.6], [-0.5, -0.8, -1.9], [-0.9, -1.3, 0.9], [1.3, 0.3, -0.3], [-0.5, -2.4, -0.7], [0.2, 0.4, -1.2], [0.8, 1.2, -0.7], [0.2, -0.1, -2.7], [1.8, 0.3, 0.0], [0.0, -2.0, 1.7], [0.7, -1.3, -1.8], [-1.0, 1.8, 1.8]]}


# 4
{"formula": "C4H7N3", "method": "wB97M-V/def2-TZVPD", "charge": 0, "spin_multiplicity": 1, "largest_force_ev_per_a": 1.54, "e_homo_ha": -0.2696, "smiles": "C/C=C(/N)NC#N", "orbital_gap_ev": 7.567, "species": ["N", "N", "N", "C", "C", "C", "C", "H", "H", "H", "H", "H", "H", "H"], "coordinates": [[-1.8422, -1.0732, -0.0060], [1.5992, 1.3741, -1.9335], [-0.1539, -0.3210, -1.4720], [0.7256, 0.7976, -1.3971], [1.2494, 0.3383, 1.2274], [-0.7090, -0.3819, -0.2419], [-0.0646, 0.6271, 0.5258], [1.8113, 1.2663, 1.3341], [1.8631, -0.3417, 0.6421], [-2.4513, -1.3602, -0.7572], [-2.2284, -1.0405, 0.9232], [-0.7336, 1.2556, 1.1106], [1.1008, -0.0913, 2.2269], [-0.1663, -1.0490, -2.1823]], "forces_ev_per_a": [[0.3, 0.2, -0.1], [-0.7, -0.1, 0.5], [0.2, 0.0, 0.1], [0.4, -0.9, -1.2], [0.0, 0.2, -0.2], [-0.4, 1.1, 0.1], [-0.4, -0.5, 0.8], [0.1, 0.0, 0.0], [0.1, -0.1, 0.0], [0.0, 0.1, 0.1], [0.1, -0.1, -0.1], [-0.1, -0.2, 0.2], [0.0, 0.1, -0.2], [0.4, 0.1, 0.0]]}


# 5
{"formula": "C4H7N3", "method": "wB97M-V/def2-TZVPD", "charge": 0, "spin_multiplicity": 1, "largest_force_ev_per_a": 0.67, "e_homo_ha": -0.2778, "orbital_gap_ev": 8.058, "species": ["N", "N", "N", "C", "C", "C", "C", "H", "H", "H", "H", "H", "H", "H"], "coordinates": [[-0.7016, 1.1777, 1.7033], [2.0581, 0.0877, 0.9835], [-1.0486, 0.7147, 0.6335], [2.3485, -1.0267, -0.3883], [-0.1378, 0.0429, -0.2889], [1.1061, -0.0408, 0.2119], [-2.4470, 0.7582, 0.1263], [-2.4850, 1.3508, -0.7925], [3.4096, -0.9161, -0.1717], [2.0061, -2.0368, -0.1766], [-3.0454, 1.2202, 0.9099], [-0.4730, -0.3447, -1.2381], [2.2012, -0.7277, -1.4312], [-2.7911, -0.2594, -0.0810]], "forces_ev_per_a": [[-0.3, -0.2, -0.6], [-0.3, -0.2, -0.5], [0.2, 0.2, 0.5], [0.2, -0.3, -0.2], [0.0, 0.0, 0.0], [0.3, 0.1, 0.4], [-0.2, 0.0, 0.0], [0.0, -0.1, 0.1], [-0.2, 0.1, 0.0], [0.0, 0.2, 0.0], [0.1, -0.1, -0.1], [0.1, 0.0, 0.1], [0.0, 0.0, 0.1], [0.1, 0.1, 0.0]]}


# 6
{"formula": "C4H7N3", "method": "wB97M-V/def2-TZVPD", "charge": 0, "spin_multiplicity": 1, "largest_force_ev_per_a": 1.72, "e_homo_ha": -0.2751, "orbital_gap_ev": 8.314, "species": ["N", "N", "N", "C", "C", "C", "C", "H", "H", "H", "H", "H", "H", "H"], "coordinates": [[-0.5942, 0.2489, 2.1971], [1.6418, -0.5966, -0.6291], [0.5753, 0.2773, 1.4258], [-0.6886, 0.9562, 1.0099], [-1.5067, 0.0399, -1.2972], [0.4917, -0.6876, 0.1990], [-0.7467, 0.0700, -0.2197], [1.4886, -0.0507, -1.4723], [0.3228, -1.6855, 0.6068], [1.4229, 0.8126, 1.6033], [-1.3624, -0.6866, -2.0828], [-2.3054, 0.7510, -1.4312], [2.0745, -1.4864, -0.8498], [-0.8136, 2.0376, 0.9403]], "forces_ev_per_a": [[-0.9, -0.5, 1.3], [0.0, -0.1, -0.4], [0.4, 0.3, -1.3], [0.4, 0.1, -0.5], [0.2, 0.0, 0.0], [0.2, 0.0, 0.4], [-0.2, 0.0, 0.0], [0.1, -0.2, 0.2], [0.1, 0.1, 0.0], [0.0, 0.0, 0.1], [0.0, -0.1, -0.1], [-0.1, 0.2, 0.0], [-0.1, 0.3, 0.1], [0.1, 0.0, 0.1]]}


# 7
{"formula": "C4H7N3", "method": "wB97M-V/def2-TZVPD", "charge": 2, "spin_multiplicity": 1, "largest_force_ev_per_a": 5.28, "e_homo_ha": [-0.6995, -0.7006], "orbital_gap_ev": [8.232, 7.786], "species": ["N", "N", "N", "C", "C", "C", "C", "H", "H", "H", "H", "H", "H", "H"], "coordinates": [[0.6227, 0.3463, 1.1976], [2.0416, -0.8448, -0.0546], [-0.9101, 1.0363, -0.4657], [0.1587, 0.9319, 0.1524], [1.9990, -0.7861, -1.2304], [-2.0939, 0.1487, -0.2796], [1.7705, -0.4885, 1.1287], [-1.8329, -0.5168, 0.4746], [-2.9329, 0.7511, -0.1646], [-2.2234, -0.4836, -1.2883], [1.7873, -1.2039, -2.2391], [0.4391, 0.5609, 2.1273], [2.0468, -1.1556, 1.8850], [-0.8725, 1.7041, -1.2435]], "forces_ev_per_a": [[3.3, -3.0, -0.1], [0.5, -0.3, -5.2], [-0.7, -0.1, -0.9], [0.6, 1.5, -0.5], [0.4, -1.1, 0.4], [0.9, -1.3, -4.2], [-2.9, 1.4, 1.6], [-0.1, -1.0, 1.6], [-1.6, 0.9, 0.6], [0.3, 1.5, 2.1], [0.3, 0.5, 0.7], [-1.2, 1.1, 2.3], [0.6, -0.1, 1.8], [-0.5, 0.0, 0.0]]}


# 8
{"formula": "C4H7N3O", "method": "wB97M-V/def2-TZVPD", "charge": 0, "spin_multiplicity": 1, "largest_force_ev_per_a": 1.63, "e_homo_ha": [-0.2770, -0.2770], "orbital_gap_ev": [8.020, 8.019], "species": ["O", "N", "N", "N", "C", "C", "C", "C", "H", "H", "H", "H", "H", "H", "H"], "coordinates": [[-0.1545, 0.9295, 1.2466], [-1.1439, 0.4135, -0.8456], [-2.2422, 1.0408, -0.1518], [2.1681, 0.4884, -1.4150], [0.9949, -1.7357, 1.0701], [0.6529, -1.2091, -0.0959], [1.2645, 0.5401, -0.5959], [-0.0628, 0.4507, -0.0268], [-3.0035, 0.3671, -0.1161], [1.1343, -2.8058, 1.1778], [2.5314, 1.3876, -1.7355], [-2.5782, 1.8118, -0.7258], [0.4578, -1.7339, -1.0204], [1.0973, -1.1234, 1.9582], [-1.1160, 1.1782, 1.2763]], "forces_ev_per_a": [[0.0, -0.3, -0.2], [0.7, 0.0, 0.1], [-0.1, -0.1, 0.1], [0.2, -0.1, 0.5], [-0.1, 0.1, -0.2], [0.7, 0.1, -0.1], [-1.2, -1.0, -0.4], [-0.2, 1.4, 0.1], [0.1, 0.1, 0.0], [-0.1, 0.0, 0.0], [-0.1, 0.0, 0.1], [0.1, -0.1, 0.0], [0.0, 0.1, 0.0], [0.1, 0.1, -0.1], [0.0, -0.1, 0.0]]}


# 9
{"formula": "C4H7N3O", "method": "wB97M-V/def2-TZVPD", "charge": 0, "spin_multiplicity": 1, "largest_force_ev_per_a": 4.15, "e_homo_ha": [-0.2816, -0.2816], "orbital_gap_ev": [8.391, 8.391], "species": ["O", "N", "N", "N", "C", "C", "C", "C", "H", "H", "H", "H", "H", "H", "H"], "coordinates": [[1.1515, 0.4622, -0.6794], [-1.1968, 0.0340, -3.2869], [-1.1393, -0.3200, -4.4438], [-0.8527, 0.1861, -2.2149], [0.5606, -0.5725, -1.0915], [0.9676, 0.7485, 0.7670], [-0.0052, -1.2396, 0.1088], [-0.2152, -0.1671, 1.1449], [-0.9751, -1.7352, -0.1795], [-1.1141, 0.4297, 1.1301], [0.6625, -2.0671, 0.5078], [-1.8676, -0.0696, -5.1106], [0.9308, 1.7266, 1.1154], [-0.2378, -0.8497, 1.9801], [1.9731, 0.4160, 1.1353]], "forces_ev_per_a": [[0.6, 2.9, 0.4], [0.1, 0.6, 0.8], [0.7, -1.1, -1.9], [-1.5, 0.5, 0.0], [1.0, -2.1, -0.6], [1.7, -3.5, 1.4], [-2.4, -1.8, -1.1], [1.2, 0.1, 0.0], [0.9, 0.2, 0.3], [-0.5, -0.2, -0.4], [-0.5, 1.1, -0.7], [-0.2, 0.3, 0.9], [-0.6, 2.2, -0.5], [0.5, 1.1, 1.4], [-0.9, -0.1, 0.2]]}


# 10
{"formula": "C4H7N3O", "method": "wB97M-V/def2-TZVPD", "charge": 0, "spin_multiplicity": 1, "largest_force_ev_per_a": 4.34, "e_homo_ha": -0.2589, "orbital_gap_ev": 7.728, "species": ["O", "N", "N", "N", "C", "C", "C", "C", "H", "H", "H", "H", "H", "H", "H"], "coordinates": [[-1.1384, 1.7751, -2.1658], [-0.5270, -1.0422, -0.1374], [-0.5290, 1.1168, -1.2392], [0.7129, -1.4316, 1.8205], [-0.6134, -0.3820, -1.3917], [0.1379, 1.6619, -0.2760], [0.7677, 0.8551, 0.7433], [0.3271, -0.5059, 0.8627], [0.1096, 2.7389, -0.2802], [-1.4131, -0.5065, -2.0784], [-1.3749, -1.2770, 0.2630], [0.3216, -2.3958, 1.9208], [1.4696, 1.1681, 1.5328], [1.4252, -1.3046, 2.4578], [0.3242, -0.4703, -2.0323]], "forces_ev_per_a": [[0.0, -0.1, 0.1], [1.4, 0.2, -0.1], [-1.0, 0.3, -0.4], [-2.2, -1.5, -1.1], [3.6, 2.4, -0.5], [0.1, -0.3, 0.4], [-0.7, -4.0, 1.2], [1.5, 2.1, -0.9], [0.2, 0.1, 0.1], [-1.1, -0.7, 0.2], [-2.2, -0.8, 0.7], [0.3, 1.7, -0.9], [-0.5, 0.4, -0.8], [1.5, 1.0, 1.3], [-0.8, -0.9, 0.9]]}


# 11
{"formula": "C4H7N3O", "method": "wB97M-V/def2-TZVPD", "charge": 0, "spin_multiplicity": 1, "largest_force_ev_per_a": 2.21, "e_homo_ha": -0.3156, "smiles": "N[C@]12C[C@@H]1NNC2=O", "orbital_gap_ev": 9.432, "species": ["O", "N", "N", "N", "C", "C", "C", "C", "H", "H", "H", "H", "H", "H", "H"], "coordinates": [[0.5343, 1.0184, 2.3893], [0.1547, -1.5268, -0.0668], [0.3427, -1.0327, 1.3490], [-1.5857, 0.4525, 0.0525], [0.3522, 0.3682, 1.4180], [0.7205, -0.3225, -0.6817], [0.3413, 0.9884, -1.3890], [-0.1559, 0.7459, -0.0288], [1.8379, -0.2685, -0.5127], [0.7655, -2.3248, -0.1100], [-0.1589, -1.5803, 2.0500], [-1.7734, -0.4441, -0.3847], [1.2036, 1.6563, -1.5841], [-2.1655, 1.1681, -0.3380], [-0.4133, 1.1020, -2.1630]], "forces_ev_per_a": [[0.4, 0.5, 1.1], [-0.4, 1.2, 0.8], [0.1, -1.0, -0.4], [0.7, -1.0, -0.1], [-1.2, 0.4, -1.6], [1.1, -0.5, -1.1], [0.6, 0.4, -0.9], [0.3, 0.0, 2.2], [-1.4, 0.2, 0.5], [0.4, -0.1, -0.4], [0.2, 0.5, -0.3], [-0.3, 0.0, 0.0], [-0.3, -0.8, 0.2], [0.0, 0.4, -0.3], [-0.1, -0.1, 0.3]]}


# 12
{"formula": "C4H7N3O", "method": "wB97M-V/def2-TZVPD", "charge": 0, "spin_multiplicity": 1, "largest_force_ev_per_a": 5.62, "e_homo_ha": -0.3390, "orbital_gap_ev": 9.511, "species": ["O", "N", "N", "N", "C", "C", "C", "C", "H", "H", "H", "H", "H", "H", "H"], "coordinates": [[1.6319, 0.5843, -1.6438], [-1.0134, 0.1282, 0.7002], [-1.2130, -0.9770, 1.5769], [0.4514, -0.0210, 0.3372], [0.6245, 0.3748, -1.0934], [1.4651, -0.0750, 1.4638], [-0.6748, 0.2133, -1.6328], [-1.6281, 0.0581, -0.6010], [-0.1272, -1.5985, 1.2490], [2.4290, -0.4621, 1.1381], [0.9261, -0.7686, 2.4804], [-0.6455, -0.5131, 2.5083], [-0.8740, 0.5669, -2.6101], [1.7008, 0.9823, 1.7984], [-2.7593, -0.2196, -0.5326]], "forces_ev_per_a": [[3.2, 0.8, -1.1], [2.8, -1.1, -2.2], [5.1, -0.3, 2.3], [0.4, 1.2, -0.2], [-1.7, -1.9, 3.9], [-2.1, 1.0, 1.5], [-4.1, 0.6, 2.6], [0.6, -0.8, -0.2], [-4.6, 1.2, 0.9], [-0.5, -0.6, -0.2], [2.4, 2.2, -3.3], [-2.8, -1.8, -2.7], [-0.3, -0.3, -0.9], [-0.5, -1.2, 0.1], [2.3, 0.9, -0.6]]}


- Which formula does entry 10 have?
  C4H7N3O


- What is the formula in the eighth record?
  C4H7N3O